This record from OMol25 describes C3LiO6Pr as an isolated structure. The level of theory is ωB97M-V/def2-TZVPD.

Each line ends with the Löwdin charge.
Element x y z (Å)
C: -0.47359 0.56501 -0.08637  -0.387
O: 0.10738 1.63914 -0.17172  -0.052
C: -2.03382 0.45432 0.09506  -0.611
O: -2.45499 -0.73226 0.07811  -0.095
O: -2.65545 1.50489 0.19876  0.083
Pr: 2.53837 2.45381 0.01329  1.704
Li: -1.19027 -2.08170 -0.27079  0.822
O: 0.09578 -0.61091 -0.06090  -0.016
O: 2.46850 -0.01354 0.11889  -0.101
O: 1.85700 -2.18383 0.03645  0.172
C: 1.74110 -0.99493 0.04921  -0.519

Cartesian forces (eV/Å) of the 6 atoms listed first:
C -0.67 -0.52 0.52
O 1.74 0.90 -0.03
C -1.45 0.90 -0.26
O 0.66 -0.71 -0.15
O 1.05 -0.60 0.01
Pr -1.42 -1.45 -0.06

Properties
net charge	+1
E_HOMO (spin up / spin down)	-12.045 / -12.048	eV
max |F|	2.2	eV Å⁻¹
spin multiplicity	4
Kohn-Sham gap (spin up / spin down)	6.55 / 6.53	eV
LUMO energy (spin up / spin down)	-5.49 / -5.52	eV